C8H17ClMnN2O2 | ωB97M-V/def2-TZVPD

Summary:
E_tot ... -2185.436589 hartree
Lowest unoccupied orbital energy (spin up / spin down) ... -0.368 / -0.384 Ha
Max |F| ... 4.8 eV/Å
Net charge ... +2
⟨S²⟩ ... 8.759
Relative energy (zero: lowest compared OMol25 entry of this formula, charge and spin) ... 57.5 kcal/mol
HOMO energy (spin up / spin down) ... -0.5756 / -0.5749 Eh
Multiplicity ... 6

```
31
Properties=species:S:1:pos:R:3:lowdin_charge:R:1
Mn 1.68001 0.81064 -2.59314 1.104
C -1.05960 0.02551 2.15806 -0.008
C 0.34621 -0.16201 1.42697 -0.213
N 0.36378 -1.32473 0.57609 -0.068
C -0.24321 -1.50776 -0.69713 -0.117
C 0.17604 -2.75421 -1.15282 0.016
N 1.14033 -3.28640 -0.25579 -0.096
C 1.29963 -2.35570 0.79240 0.090
C 1.75899 -4.59019 -0.39507 0.011
H -1.18919 -0.82009 2.83355 0.086
H -1.77652 0.09283 1.33978 0.067
H -1.18924 0.94798 2.72405 0.090
H 1.26371 -0.11554 2.01359 0.134
H 0.61482 0.66603 0.77100 0.020
H -0.94434 -0.80815 -1.12767 0.076
H -0.02274 -3.33650 -2.04041 0.138
H 1.80171 -2.62244 1.71064 0.169
H 1.98305 -4.80798 -1.43933 0.115
H 1.14325 -5.26319 0.20161 0.119
H 2.65631 -4.65852 0.21995 0.108
Cl 0.23909 1.02204 -1.28420 0.532
C -1.23506 4.19008 -1.10377 -0.180
C -0.81450 3.61813 0.27346 -0.181
O -1.47802 2.33217 0.31923 -0.149
O -0.62091 3.46024 -2.19864 -0.138
H -1.07635 5.26711 -1.15773 0.129
H -2.31936 4.10749 -1.17841 0.125
H -1.16287 4.17486 1.14340 0.133
H 0.26031 3.47214 0.38099 0.109
H -0.94452 1.71685 -0.18906 -0.131
H -0.65074 2.50916 -2.07154 -0.090
```